1.
# C60H160O20

20 unconnected molecules or ions with the total composition C60H160O20 in a non-equilibrium geometry (ωB97M-V/def2-TZVPD, OMol25).

Structure (XYZ):
```
240
Properties=species:S:1:pos:R:3:mulliken_charge:R:1
H 13.212 17.938 10.930 0.286
H 18.410 9.827 15.384 -0.399
C 24.351 16.018 16.102 -1.283
H 14.345 7.492 15.896 0.358
C 17.068 7.714 11.712 -1.500
H 11.868 12.599 20.820 -0.429
H 16.060 16.635 11.212 -0.108
H 13.637 17.526 24.678 0.419
O 18.954 15.738 23.173 -0.476
C 16.845 18.823 16.128 -1.094
H 19.896 14.634 12.520 -0.060
C 20.527 13.664 18.995 -1.242
C 19.491 13.293 20.077 1.779
O 15.349 17.990 14.508 0.332
H 19.571 12.255 12.764 0.586
H 13.210 16.689 15.633 -0.608
H 18.806 12.997 9.910 0.397
H 15.151 10.234 17.841 -0.179
H 18.158 14.953 10.912 -0.101
C 19.448 9.638 17.253 1.229
C 20.382 16.276 11.656 1.160
C 21.209 17.749 19.776 1.464
H 13.046 18.172 17.849 -0.419
C 18.103 15.243 24.129 0.435
C 20.124 12.320 21.089 -1.835
C 14.871 10.773 20.306 0.204
H 18.926 6.474 13.224 0.353
H 18.263 16.957 19.238 -0.535
H 13.635 15.903 21.938 -0.320
O 19.072 14.529 20.689 0.766
C 12.271 16.163 15.577 -0.971
H 13.983 18.861 19.184 0.076
H 19.853 17.300 21.186 0.167
H 21.022 12.728 21.545 0.426
O 17.592 16.273 19.215 -0.492
C 17.782 12.824 9.657 -1.748
C 16.389 20.103 13.912 -1.403
H 12.942 14.191 15.011 -0.192
C 15.209 18.245 10.315 0.791
H 15.348 12.007 10.583 0.369
H 14.429 11.060 14.805 -0.040
C 22.396 18.057 20.718 -1.504
H 15.683 20.751 14.428 0.330
H 11.663 16.604 16.333 -0.048
H 21.941 11.084 14.692 0.348
H 10.444 14.820 16.742 0.169
H 13.051 14.405 22.828 0.307
H 13.443 19.312 9.781 0.459
H 10.136 11.542 18.558 0.316
C 16.875 14.553 23.456 -0.162
H 18.978 15.121 22.400 0.240
C 15.187 17.327 9.112 -1.770
C 19.696 17.188 12.743 -0.722
C 15.307 15.904 19.775 1.440
H 17.965 8.702 13.341 -1.154
C 16.976 13.896 16.793 0.217
O 12.497 17.374 20.445 -0.115
H 11.336 19.128 20.184 0.272
H 13.727 21.514 15.636 0.365
H 21.426 16.261 12.038 -0.168
H 11.731 20.950 12.576 0.185
H 16.855 16.217 25.566 0.376
C 19.946 8.549 18.241 -1.755
H 17.106 18.567 20.942 0.500
O 17.182 14.793 10.848 0.209
C 16.968 13.365 10.808 2.415
H 19.951 12.230 15.802 -0.215
H 13.850 19.526 11.417 0.228
H 22.330 19.097 20.881 0.395
H 22.387 12.766 15.032 0.428
C 10.490 11.380 19.553 -1.542
H 17.393 18.216 14.147 -1.161
H 18.535 16.852 25.433 0.412
H 13.397 11.083 19.106 0.174
H 9.925 14.043 20.628 0.513
H 21.878 12.193 13.394 0.419
H 14.256 15.372 23.577 0.242
H 23.396 17.776 20.297 0.292
O 13.002 14.665 17.056 1.468
H 11.773 16.419 14.654 0.651
H 24.743 17.527 13.699 0.399
H 10.768 15.495 22.562 0.283
H 15.655 17.696 21.543 0.068
O 15.724 15.823 16.251 1.065
H 14.758 17.834 8.212 0.397
H 12.740 19.006 15.758 -0.429
O 12.397 12.539 18.762 0.335
H 20.225 18.470 18.022 0.013
H 10.878 22.174 13.517 0.432
H 15.703 10.109 20.229 0.599
H 20.927 17.844 10.287 0.485
C 12.387 14.740 15.842 1.434
C 23.668 17.272 13.936 -1.437
C 14.238 10.600 21.739 -1.532
H 15.648 12.477 19.031 -1.049
H 11.212 16.740 18.343 -0.324
H 17.331 16.914 21.678 -0.381
C 14.118 10.185 15.444 -0.684
H 19.922 9.541 12.089 0.455
H 15.004 13.544 9.787 0.339
H 9.822 17.394 19.291 0.366
H 14.213 9.610 22.105 0.431
C 15.265 12.224 20.031 0.991
C 13.390 15.428 22.928 -0.230
O 15.722 17.560 11.484 0.048
H 21.260 16.706 19.482 -0.445
O 13.276 21.674 14.822 -0.585
O 13.972 10.351 19.295 -0.491
H 22.269 17.562 21.656 0.464
H 24.004 15.949 17.148 0.245
H 16.431 8.553 11.439 0.293
H 10.349 20.568 13.686 0.349
H 17.355 20.563 13.706 0.430
H 12.124 18.376 24.376 0.347
C 20.310 16.968 10.277 -1.567
C 12.172 19.400 14.878 -0.196
H 15.955 19.050 10.147 0.224
H 13.536 10.732 16.238 -0.190
H 14.062 8.400 17.464 0.183
C 19.022 9.281 11.650 -1.482
H 18.124 12.536 13.975 -1.409
H 13.814 15.183 17.075 -1.224
H 17.452 15.489 15.330 -0.407
H 20.421 8.893 19.167 0.322
H 21.859 15.859 15.129 -0.133
O 20.325 14.054 14.826 0.145
H 15.558 15.108 20.465 0.194
H 23.072 18.106 13.584 0.323
H 17.645 10.371 17.616 0.020
H 19.416 8.249 15.421 0.626
H 18.657 14.516 24.817 0.268
H 14.426 12.912 20.225 -0.046
H 20.405 11.330 20.717 0.166
H 17.211 13.839 22.667 -0.198
H 16.258 14.034 24.211 0.630
H 17.627 13.437 8.796 0.421
H 12.394 13.322 18.128 -0.427
H 24.444 15.031 15.665 0.294
H 15.154 17.904 13.550 -0.490
H 14.392 16.408 20.048 -0.611
H 19.038 11.105 13.989 -0.600
H 17.541 14.393 17.523 -0.144
C 16.566 18.737 14.647 2.250
H 16.274 15.411 23.076 -0.334
H 17.365 17.206 24.251 0.302
H 15.650 7.710 17.155 0.348
C 12.901 17.711 23.879 -1.286
H 20.099 14.247 18.125 -0.062
H 19.078 17.997 12.386 0.392
H 20.414 17.776 13.340 0.201
C 11.840 18.342 19.597 0.051
H 17.407 7.180 10.851 0.427
C 20.290 12.635 14.834 1.579
H 20.218 14.436 15.723 -0.035
H 17.524 13.084 16.337 -0.078
O 19.967 14.943 11.597 -0.535
H 9.935 13.988 18.859 0.205
H 11.922 15.801 24.462 0.454
H 11.297 14.737 19.695 0.207
H 17.890 8.367 16.362 0.070
C 17.680 16.444 24.911 -1.640
H 18.380 10.167 11.628 0.051
H 15.986 9.153 15.324 -0.193
H 19.119 7.947 18.595 0.421
H 19.073 9.089 10.540 0.418
H 12.664 18.991 13.965 -0.039
H 17.615 11.814 9.370 0.393
C 12.297 16.320 23.544 0.179
H 20.915 12.764 18.584 0.574
H 11.152 10.517 19.543 0.357
O 15.916 10.115 17.191 -0.108
H 20.722 16.314 9.461 0.348
H 17.617 19.598 16.291 0.508
H 21.389 14.246 19.371 0.293
C 10.783 17.667 18.738 -0.596
H 16.160 16.903 8.905 0.381
H 20.397 10.177 16.902 -0.146
C 15.885 14.093 14.518 0.067
C 10.951 14.154 16.015 -1.616
H 19.334 17.345 10.085 0.249
H 15.567 16.490 15.535 -1.038
C 11.259 21.174 13.581 -1.431
C 16.428 16.907 19.702 1.551
O 19.258 7.218 12.694 -0.637
H 13.372 18.212 23.020 0.142
H 10.366 14.185 15.091 0.461
O 22.011 16.635 15.687 0.089
H 16.553 13.334 14.127 -0.629
H 14.769 11.207 22.446 0.337
H 16.078 17.667 18.991 -0.485
H 18.575 12.848 19.542 -0.574
H 18.523 15.120 20.110 -0.120
H 14.834 13.349 11.587 0.201
C 13.827 18.800 10.656 -1.335
C 18.244 8.214 12.428 2.421
C 16.616 14.886 15.635 2.388
H 16.011 13.551 17.228 -0.923
H 11.479 21.187 15.667 0.232
H 15.619 14.763 13.673 0.145
C 19.227 12.201 13.861 0.803
O 11.150 16.393 22.682 -0.642
H 19.160 16.530 13.424 -0.167
C 10.591 13.940 19.789 -1.390
H 17.292 12.998 11.812 -1.153
H 23.429 16.420 13.305 0.301
H 9.752 11.387 20.354 0.429
C 16.667 17.558 21.084 -0.460
H 11.191 18.993 14.919 0.631
C 12.999 18.864 18.709 -0.354
H 12.706 19.832 18.266 0.678
C 12.084 20.923 14.799 0.481
H 17.110 17.895 16.585 -0.021
H 16.119 12.446 20.731 0.183
H 15.899 19.102 16.565 0.107
H 15.007 13.601 14.940 -0.859
O 19.953 17.923 20.444 -0.484
H 15.072 15.471 18.812 -1.309
H 21.951 18.395 17.788 -0.078
C 23.415 16.971 15.406 0.760
C 21.164 18.656 18.570 -0.631
H 14.546 16.487 9.237 0.410
H 11.834 16.997 21.083 0.076
H 10.993 13.122 16.387 0.384
H 21.175 19.713 18.868 0.363
H 16.506 7.002 12.353 0.373
H 23.528 17.965 15.919 0.121
H 25.328 16.474 16.164 0.435
C 15.467 13.095 10.670 -1.452
C 18.740 8.954 16.017 -0.551
C 15.250 9.416 16.086 0.936
O 18.568 10.559 17.869 0.293
H 15.900 20.024 12.870 0.028
H 13.511 9.499 14.888 0.526
C 21.715 12.135 14.449 -1.937
H 20.605 7.828 17.802 0.433
H 10.402 18.424 18.011 0.392
C 11.388 12.620 19.768 1.600
H 13.160 10.928 21.705 0.184
H 19.402 12.279 21.887 0.457
C 14.806 8.144 16.675 -1.343
```

## Properties
LUMO = 0.52 eV
multiplicity = 1
energy above the lowest of the compared OMol25 structures with the same formula, charge and spin = 214.75 kJ/mol
gap between HOMO and LUMO = 9.9 eV
charge = 0

---

2.
# C60H165N15O15

15 unconnected molecules or ions with the total composition C60H165N15O15 in a non-equilibrium geometry (ωB97M-V/def2-TZVPD, OMol25).

Structure (XYZ):
```
255
Properties=species:S:1:pos:R:3:mulliken_charge:R:1
C 1.691 -4.428 -3.808 1.919
H 2.680 -5.367 2.657 0.280
H 4.261 -3.447 1.270 -0.601
C -5.110 4.973 -2.922 -1.232
H -3.139 -1.734 8.495 0.455
C -2.879 4.059 -2.340 1.602
H 9.599 0.558 2.388 0.317
H -5.020 1.398 -2.397 -0.238
H 2.242 -3.456 0.777 -0.097
H -4.842 -0.195 -5.003 0.447
N -4.528 1.863 -5.044 -0.476
N 9.419 2.250 -0.095 -0.708
C 3.114 -4.523 -4.394 -1.712
C 2.278 -0.970 -1.186 0.226
C 6.381 5.052 0.796 1.117
H -1.042 4.110 -0.395 0.426
H -0.923 -3.439 2.310 0.415
C 2.219 3.215 -7.742 -1.645
H -3.914 1.835 -5.845 0.246
N -7.529 -1.267 3.241 -0.757
H 1.024 -1.930 0.796 -0.657
H 5.727 1.793 -5.724 0.405
H -8.557 -3.756 0.774 0.321
H -2.376 0.188 -4.855 0.612
C 6.290 -3.293 2.094 -0.012
N 1.054 -5.665 -4.182 -0.643
H -6.389 -0.223 -0.736 0.079
H 3.290 -1.025 -0.785 -0.324
H 6.498 6.370 -0.796 0.251
H -3.690 -5.069 -0.321 0.332
C 1.426 0.985 5.841 -0.441
H -3.363 3.091 -2.468 -0.604
H 4.963 -2.214 5.558 0.255
O 1.576 -1.993 -4.087 0.257
C 3.033 -1.495 4.535 1.001
H -1.165 1.172 2.914 0.583
H 7.322 -3.339 1.745 0.572
N -7.963 4.013 3.959 -0.663
C -8.943 5.987 3.068 -1.530
H -2.179 4.466 0.893 0.352
H -6.113 -1.937 -1.064 -0.233
C 0.669 3.123 -3.648 -0.619
H 1.036 1.804 5.236 0.251
H -9.046 -6.783 0.875 0.260
C -6.180 -0.897 3.595 0.288
H 5.326 -1.966 3.347 0.252
H 2.855 2.862 -8.554 0.424
H -0.054 2.397 -3.276 0.079
H -6.022 -4.508 1.040 0.078
C -0.222 -0.461 -0.919 -0.985
O -1.686 0.349 4.715 -0.621
O 0.371 -3.732 -0.106 0.365
C 4.854 1.156 -5.583 -1.534
H 4.968 0.189 -6.073 0.338
O -6.974 3.118 1.472 -0.169
H -4.021 3.670 -4.695 0.353
H -5.693 5.711 -3.473 0.379
C -0.566 -4.697 -0.640 -0.907
H -0.499 -0.389 3.075 -0.174
C -2.077 3.982 -0.078 -0.519
N 6.270 -2.153 3.042 -0.759
C -7.401 4.464 1.644 -0.906
H -1.353 -0.795 7.324 0.372
H -7.905 -3.800 -0.897 0.187
H 4.925 -4.629 3.079 0.115
H 0.118 3.496 -6.181 0.467
H 1.727 -4.345 -2.721 -0.908
O 6.620 -0.614 -3.707 -0.451
H -0.255 0.080 -1.864 0.551
C -8.368 -4.380 -0.099 -1.271
H 0.404 -5.584 2.058 0.612
C 3.874 -2.238 5.594 -1.888
C 1.219 -0.282 -0.405 0.730
N 3.192 -2.024 3.146 2.622
N -3.624 4.599 -4.699 -0.701
H -4.226 -3.391 -0.140 0.036
H 4.820 1.561 0.838 -0.045
H 1.996 -1.769 4.728 0.258
C 1.444 -4.198 0.729 -1.059
C -5.188 -1.054 2.458 0.156
H -2.578 1.018 6.522 0.343
H 2.875 3.117 0.333 0.018
H 1.062 -1.145 -5.879 0.574
C -4.230 -4.254 -0.804 -0.394
H 4.276 0.325 4.241 0.159
C 0.918 -4.627 2.154 0.211
H -6.350 0.861 -3.356 0.670
H 2.648 -1.486 2.487 -1.184
C 2.916 3.720 1.240 -0.444
O 2.847 0.737 5.676 -0.479
H 2.040 1.196 -6.746 0.223
C -4.616 2.321 4.402 -0.788
H -7.855 -0.618 2.540 0.246
C -6.339 -0.975 -1.524 -0.123
H 7.615 1.777 2.104 0.446
H -5.552 3.996 -3.116 0.118
H 1.547 4.007 -8.072 0.401
H -2.152 -0.273 2.660 -0.196
H 2.704 0.340 3.660 0.327
H 6.088 7.126 1.540 0.347
H 5.027 1.005 2.481 -0.083
H -2.698 4.476 -5.082 0.268
H 0.082 -0.729 -4.537 0.365
O -2.966 4.588 -1.036 -0.465
C -8.537 4.553 2.728 0.574
H 6.980 2.178 0.424 -0.052
H 1.869 -5.119 0.332 0.900
N 0.620 1.562 -8.155 -0.841
C -4.455 0.580 -4.341 -0.241
H 0.128 -0.772 1.185 -0.365
C 0.613 2.554 -5.944 -0.186
H -5.902 -1.653 4.329 0.319
H 2.233 4.570 1.235 0.461
H 4.953 -2.669 -1.797 -0.096
H -9.338 3.922 2.343 0.290
C 7.774 -1.047 -2.856 -0.619
C 3.266 0.057 4.550 -0.680
N -8.114 -6.445 1.066 -0.739
H 6.630 -4.504 3.811 0.454
H -0.081 1.719 -5.852 -0.326
N -3.043 0.402 7.173 -0.867
H 4.958 3.845 -0.287 0.218
H 8.529 -0.262 -2.854 0.335
C -1.399 0.182 3.304 0.364
H -6.703 0.560 5.120 0.429
H 2.048 -2.009 -1.421 -0.232
H -0.102 -3.221 -4.092 0.377
H -2.678 -1.134 -0.706 -0.002
C -3.026 -2.003 7.444 -1.716
H 4.437 5.453 0.050 0.456
H -4.057 -2.147 7.123 0.275
H -4.671 2.676 3.373 0.122
N 6.984 5.575 -0.406 -0.675
O 4.206 4.071 1.591 -0.390
O -4.822 0.898 4.514 0.107
H 1.189 1.166 -8.890 0.309
C -6.025 -5.298 0.289 -0.513
H -0.054 -5.402 -1.295 0.360
H -9.234 6.613 2.225 0.361
O 1.405 2.753 -4.802 -0.497
H -3.279 6.038 -3.171 0.467
H 3.731 1.946 -2.600 0.068
H -0.057 -3.661 3.833 0.568
H -9.318 -4.795 -0.435 0.437
H -5.448 2.068 0.551 -0.320
H 7.941 5.891 -0.337 0.250
C 0.933 -3.199 -4.433 -0.961
H 3.834 0.077 -4.090 -1.114
H 1.274 -5.928 -5.132 0.288
H 2.899 3.612 -6.989 0.332
O -1.192 0.024 0.054 -0.227
H 3.997 -3.956 -1.079 0.008
H -1.691 -1.812 4.871 -0.003
H -5.454 1.877 -5.446 0.261
C -7.484 -5.619 0.014 0.524
H 0.215 0.708 -7.800 0.261
H -2.588 1.062 -3.381 -0.389
C 0.065 -3.540 2.757 -1.174
N 1.098 -0.935 0.955 0.782
H -0.477 -1.497 -1.144 0.000
C 7.380 1.423 1.100 -0.731
C -5.343 0.583 -3.044 -0.381
C -3.661 5.029 -3.327 0.124
H 0.207 4.108 -3.722 0.371
H -6.601 1.185 3.419 0.062
H 5.496 -4.393 -1.996 0.376
N 4.039 2.046 -3.557 -0.502
H 1.766 -0.078 -4.740 -0.359
H 2.630 3.030 2.034 0.146
H -6.564 4.963 2.132 0.350
H -1.899 3.916 -2.795 -0.687
H -3.732 -3.908 -1.710 0.310
H -5.148 3.767 0.686 0.549
C 5.175 0.723 1.439 -0.159
C -3.022 0.261 -3.979 -0.719
N 2.038 -4.710 3.078 -0.605
C -5.944 3.039 0.533 -0.708
H -2.551 0.489 -1.373 -0.243
C 1.114 -0.949 -4.808 -0.787
H -8.178 -1.132 4.004 0.276
H 3.027 -3.017 3.059 -1.005
H 6.053 5.802 2.729 0.342
H 7.583 6.381 2.008 0.441
H 7.013 4.207 1.069 -0.396
H 5.230 -2.049 0.712 0.040
O 6.526 0.331 1.139 0.380
C 1.479 2.069 -7.080 0.826
H 3.640 -3.591 -4.190 0.215
H -2.464 -2.931 7.336 0.380
H 6.440 -1.295 2.538 0.024
C 8.695 1.074 0.440 1.206
H -3.630 2.664 4.714 0.237
H 9.179 -0.853 1.498 0.201
H 7.523 -1.326 -1.832 0.088
H -7.530 -7.269 1.097 0.244
H 0.934 -3.271 -5.521 0.233
O 5.808 -3.783 -0.191 -0.599
H -6.293 3.097 -0.498 0.461
H -5.543 -1.881 1.842 -0.043
H 3.996 1.674 -6.010 0.083
H -7.306 -1.021 -2.025 0.418
H 5.594 0.457 -2.216 -0.062
H -8.074 6.469 3.517 0.373
C 6.003 -4.587 2.923 -1.575
C 5.010 -3.661 -1.350 -0.024
H -5.352 5.150 -1.873 0.275
C 5.879 0.515 -3.266 -0.533
H 1.708 -5.286 3.839 0.287
O -5.512 -4.751 -0.918 -0.452
H 3.717 -5.318 -3.953 0.483
C 6.530 6.170 1.821 -1.699
H 3.650 -1.831 6.579 0.523
H -3.211 0.215 0.278 -0.214
H -9.702 6.187 3.824 0.377
H -1.090 -5.204 0.170 0.334
H 1.322 0.799 -0.311 0.185
H -7.634 4.959 0.702 0.447
H 0.819 0.124 5.562 0.041
H -3.164 -0.958 4.761 -0.239
H 8.498 0.533 -0.485 -0.740
H 0.050 -5.588 -4.109 0.251
H -4.176 -1.329 2.756 0.011
C -2.467 -0.095 -0.456 0.419
H -7.619 3.085 3.754 0.213
H -5.312 2.926 4.982 0.429
H 0.414 -2.515 2.635 -0.396
H 1.342 3.198 -2.794 0.286
H 6.451 1.433 -3.404 0.445
C -2.306 -0.820 6.795 0.465
C -6.159 0.536 4.176 -0.797
H -7.527 -6.183 -0.918 0.224
H 9.670 2.860 0.670 0.264
C 9.577 0.154 1.376 -1.376
H -3.922 0.331 6.681 0.314
C 4.945 4.600 0.500 -0.365
H 10.323 1.867 -0.331 0.304
H -2.402 2.948 0.036 0.022
C 4.613 0.839 -4.110 2.525
C -2.177 -0.901 5.221 0.532
H 2.485 -0.628 -2.200 -0.136
H 1.240 1.285 6.872 0.345
H -1.277 -4.203 -1.303 0.128
H -5.117 -0.089 1.957 -0.428
H -8.681 3.799 4.636 0.255
H 3.478 -3.246 5.715 0.346
H 3.192 2.248 -4.068 0.290
O -5.335 -0.700 -2.447 -0.315
H 4.356 0.042 1.209 0.003
H 8.299 -1.889 -3.308 0.360
C 5.247 -3.112 0.951 1.243
H 6.277 -5.461 2.332 0.396
H 3.161 -4.673 -5.473 0.450
H -5.471 -6.155 0.673 0.447
H -2.953 -0.625 -3.349 0.293
H 10.588 0.117 0.971 0.464
```

## Properties
LUMO = 0.17 eV
multiplicity = 1
energy above the lowest of the compared OMol25 structures with the same formula, charge and spin = 560.82 kJ/mol
gap between HOMO and LUMO = 8.0 eV
charge = 0

---

Among the records above, which one has the lowest gap between HOMO and LUMO? C60H165N15O15